Run a
Computed, not measured: a cluster of 3 separate species, C4H13N2 in total, with wB97M-V/def2-TZVPD.

HOMO energy (spin up / spin down) (hartree): -0.32279 / -0.34279
Gap between HOMO and LUMO (spin up / spin down) (eV): 9.9 / 9.2
Spin multiplicity: 2
Net charge: 0

Each line ends with the natural charge from an NBO analysis.
Geometry (Å):
C (-0.7742, -0.3444, -0.9103)  -0.34
N (-0.2598, 0.8743, -1.5399)  -0.50
C (-0.6793, -0.3980, 0.5707)  -0.20
N (2.5720, -0.5242, -1.8466)  -1.09
C (-0.8754, -1.1284, 2.9476)  -0.64
C (-1.2684, -1.1400, 1.4975)  -0.18
H (-1.7157, -0.7153, -1.2884)  0.20
H (0.2804, -0.5988, -1.2326)  0.31
H (-0.9426, 1.1637, -2.2463)  0.32
H (0.2056, 4.3994, -1.3572)  0.00
H (0.2357, 0.1349, 0.9087)  0.19
H (1.8043, 0.1276, -1.9884)  0.37
H (3.3537, -0.2521, -2.4248)  0.36
H (2.8136, -0.4263, -0.8683)  0.36
H (-0.2073, -0.2776, 3.0995)  0.21
H (-1.7863, -0.8507, 3.4815)  0.22
H (-0.4165, -2.0451, 3.3323)  0.22
H (-0.3267, 3.8916, -1.3438)  0.00
H (-2.0131, -1.8904, 1.2090)  0.19


Run b
Computed, not measured: an isolated molecule of C4H13N2, with wB97M-V/def2-TZVPD.

HOMO energy (spin up / spin down) (hartree): -0.10520 / -0.36567
Gap between HOMO and LUMO (spin up / spin down) (eV): 3.9 / 10.7
Spin multiplicity: 2
Net charge: 0

Each line ends with the natural charge from an NBO analysis.
Geometry (Å):
C (1.2534, -0.8400, 0.1122)  -0.31
C (-0.1302, -1.2021, 0.4190)  -0.47
C (-0.8926, -0.1906, 1.1966)  -0.40
C (-1.3894, 1.0035, 0.4201)  -0.26
N (-0.3607, 1.3894, -0.6644)  -1.09
N (1.4132, -0.2401, -1.1614)  -0.90
H (1.9164, -1.6245, -0.1540)  0.21
H (1.7010, -0.1537, 0.7956)  0.21
H (-0.8557, -1.5587, -0.3515)  0.22
H (-0.1628, -2.0706, 1.0355)  0.23
H (-0.2385, 0.2898, 2.0048)  0.20
H (-1.7199, -0.6308, 1.8419)  0.22
H (-2.2396, 0.6658, -0.2337)  0.19
H (-1.7233, 1.7870, 1.0176)  0.21
H (0.5431, 1.9272, -0.4917)  0.26
H (-0.8929, 1.9506, -1.4393)  0.33
H (0.1354, 0.3858, -1.2089)  0.43
H (2.2370, 0.2346, -1.2918)  0.37
H (1.4061, -1.1225, -1.8465)  0.35


Most stable: run a. Least stable: run b.


Run a
Computed, not measured: a cluster of 2 separate species, C8H14N2O3 in total, with wB97M-V/def2-TZVPD.

HOMO energy (hartree): -0.34632
Gap between HOMO and LUMO (eV): 10.0
Net charge: 0

Each line ends with the natural charge from an NBO analysis.
Geometry (Å):
C (2.8293, -0.3487, 2.1100)  -0.28
O (2.4659, -0.9737, 0.8295)  -0.57
C (1.8614, -0.0254, -0.1139)  -0.11
C (0.2366, 0.1185, -0.0412)  0.05
O (-0.1339, 1.4607, 0.5200)  -0.58
C (-1.4326, 1.4507, 1.2725)  0.81
O (-2.4586, 2.3043, 1.2108)  -0.55
C (-1.2650, 0.0413, 2.1583)  -0.52
C (-0.6692, -0.8636, 0.8963)  -0.07
N (-0.2722, -2.2998, 1.1431)  -0.82
H (1.9093, 0.2099, 2.5718)  0.18
H (3.1563, -1.2405, 2.8319)  0.21
H (3.7873, 0.3153, 1.9730)  0.19
H (2.1687, -0.2142, -1.2502)  0.22
H (2.3221, 1.0443, 0.1451)  0.20
H (-0.2191, 0.2081, -1.1364)  0.22
H (-0.4310, 0.2086, 2.9713)  0.23
H (-2.3159, -0.3649, 2.5532)  0.26
H (-1.6614, -0.9895, 0.2436)  0.19
H (0.2717, -2.6433, 0.2970)  0.38
H (0.4017, -2.2469, 1.9655)  0.36
C (-2.0711, 1.1667, -3.9393)  -0.73
C (-1.1172, 0.0723, -3.6928)  0.30
N (-0.3635, -0.7923, -3.4982)  -0.35
H (-2.3757, 1.2089, -4.9904)  0.26
H (-2.9823, 1.0510, -3.3429)  0.26
H (-1.6416, 2.1421, -3.6876)  0.26


Run b
Computed, not measured: an isolated molecule of C8H14N2O3, with wB97M-V/def2-TZVPD.

HOMO energy (hartree): -0.32852
Gap between HOMO and LUMO (eV): 9.5
Net charge: 0

Each line ends with the natural charge from an NBO analysis.
Geometry (Å):
C (-3.6843, -0.1139, 0.2629)  -0.62
C (-2.1752, 0.3471, 0.5434)  -0.13
N (-1.8555, 1.7024, -0.0061)  -0.84
C (-1.3054, -0.6427, 0.0365)  0.66
O (-1.7793, -1.5891, -0.5994)  -0.62
N (0.0197, -0.5330, 0.1571)  -0.43
C (0.7733, -1.2475, -0.8793)  -0.25
C (2.1834, -1.5692, -0.3781)  -0.44
C (2.1102, -0.9489, 1.0392)  -0.39
C (0.9908, 0.1057, 0.9044)  -0.14
C (1.6705, 1.1536, 0.0102)  0.79
O (2.8327, 1.4027, 0.1619)  -0.57
O (0.8891, 1.5493, -0.9720)  -0.70
H (-3.8605, -0.0005, -0.8741)  0.22
H (-4.3636, 0.6877, 0.6031)  0.19
H (-4.0156, -1.1302, 0.7864)  0.23
H (-1.9380, 0.3264, 1.5619)  0.20
H (-2.5339, 2.4521, 0.2858)  0.37
H (-1.8634, 1.5661, -1.0726)  0.36
H (0.0340, -2.0266, -1.0156)  0.27
H (0.8476, -0.5925, -1.7578)  0.20
H (2.6623, -1.0319, -1.1530)  0.22
H (2.6384, -2.4914, -0.2238)  0.23
H (2.9530, -0.5138, 1.5518)  0.24
H (1.8586, -1.6506, 1.8189)  0.21
H (0.5139, 0.4071, 1.8264)  0.24
H (0.9973, 2.4048, -1.3556)  0.51


Run c
Computed, not measured: an isolated molecule of C8H14N2O3, with wB97M-V/def2-TZVPD.

HOMO energy (hartree): -0.34936
Gap between HOMO and LUMO (eV): 9.9
Net charge: 0

Each line ends with the natural charge from an NBO analysis.
Geometry (Å):
C (0.6593, -2.1787, -2.1373)  -0.60
C (0.3933, -0.6747, -1.8706)  -0.14
N (1.2027, -0.0799, -0.8089)  -0.61
C (1.3502, -0.4100, 0.4727)  0.65
O (1.7302, -1.4474, 1.0153)  -0.60
C (1.0305, 0.7589, 1.4160)  -0.15
C (0.0408, 0.2344, 2.6055)  -0.39
C (-1.3234, 0.4557, 1.8371)  -0.44
C (-1.0441, 1.9454, 1.3175)  -0.23
N (0.3358, 1.7962, 0.7098)  -0.70
C (-1.0797, -0.3132, -1.6624)  0.77
O (-1.9385, -1.1278, -1.8997)  -0.58
O (-1.2745, 0.8095, -1.0958)  -0.69
H (0.0723, -2.4178, -3.0090)  0.23
H (0.4218, -2.8637, -1.2493)  0.23
H (1.6982, -2.1029, -2.2669)  0.21
H (0.6566, -0.2157, -2.7198)  0.20
H (1.0410, 0.8803, -0.8712)  0.38
H (1.9869, 1.1503, 1.9374)  0.22
H (0.3517, -0.7617, 2.8730)  0.24
H (0.2831, 0.8800, 3.4659)  0.19
H (-2.1865, 0.3029, 2.5654)  0.24
H (-1.1052, -0.4048, 1.2449)  0.23
H (-0.9531, 2.6140, 2.2133)  0.20
H (-1.8093, 2.2799, 0.5263)  0.23
H (0.9666, 2.5744, 0.7496)  0.39
H (-0.4917, 1.2907, -0.7956)  0.51


Most stable: run c. Least stable: run a.


Run a
Computed, not measured: an isolated molecule of C19H18N2O3, with wB97M-V/def2-TZVPD.

HOMO energy (hartree): -0.31595
Gap between HOMO and LUMO (eV): 9.0
Net charge: 0

Each line ends with the natural charge from an NBO analysis.
Geometry (Å):
C (-4.5483, -2.1375, 0.7017)  -0.64
C (-3.4717, -3.1183, 0.2604)  -0.08
O (-2.4930, -2.4772, -0.5627)  -0.51
C (-1.4963, -1.8391, 0.0595)  0.80
O (-1.3661, -1.7861, 1.2514)  -0.59
C (-0.5548, -1.2041, -0.9489)  -0.53
C (-0.2059, 0.1924, -0.5238)  0.17
N (1.0301, 0.4014, -0.2228)  -0.20
N (1.4399, 1.5884, 0.1955)  -0.22
C (2.8596, 1.7166, 0.5192)  -0.25
C (3.5900, 0.4350, 0.2463)  0.07
C (4.3122, 0.2696, -0.9269)  -0.23
C (4.9674, -0.9222, -1.1841)  -0.21
C (4.9004, -1.9612, -0.2724)  -0.22
C (4.1773, -1.8042, 0.8983)  -0.20
C (3.5264, -0.6120, 1.1569)  -0.22
C (0.6406, 2.6999, 0.3706)  0.63
O (1.1172, 3.7488, 0.7682)  -0.62
C (-0.7686, 2.4838, 0.0370)  -0.13
C (-1.6793, 3.5322, 0.1787)  -0.16
C (-3.0063, 3.3378, -0.1280)  -0.20
C (-3.4408, 2.0945, -0.5858)  -0.19
C (-2.5562, 1.0512, -0.7338)  -0.22
C (-1.2022, 1.2250, -0.4186)  0.00
H (-5.0300, -1.6890, -0.1641)  0.21
H (-5.2961, -2.6596, 1.2913)  0.22
H (-4.1071, -1.3508, 1.3094)  0.23
H (-2.9706, -3.5489, 1.1329)  0.20
H (-3.8899, -3.9126, -0.3610)  0.19
H (-1.0176, -1.2251, -1.9361)  0.24
H (0.3695, -1.7847, -0.9667)  0.27
H (3.2626, 2.5425, -0.0755)  0.22
H (2.9345, 1.9990, 1.5750)  0.22
H (4.3640, 1.0778, -1.6423)  0.21
H (5.5300, -1.0401, -2.0988)  0.21
H (5.4107, -2.8917, -0.4736)  0.21
H (4.1211, -2.6133, 1.6116)  0.21
H (2.9588, -0.4928, 2.0678)  0.21
H (-1.3091, 4.4823, 0.5326)  0.24
H (-3.7140, 4.1455, -0.0170)  0.22
H (-4.4841, 1.9510, -0.8273)  0.22
H (-2.9045, 0.0959, -1.0943)  0.22


Run b
Computed, not measured: an isolated molecule of C19H18N2O3, with wB97M-V/def2-TZVPD.

HOMO energy (hartree): -0.31130
Gap between HOMO and LUMO (eV): 8.4
Net charge: 0

Each line ends with the natural charge from an NBO analysis.
Geometry (Å):
C (4.6365, -2.4744, -0.0277)  -0.59
C (4.4246, -0.9597, -0.0093)  -0.15
C (5.0604, -0.3436, -1.2613)  -0.60
C (5.0541, -0.3752, 1.2609)  -0.60
C (2.9104, -0.6930, -0.0108)  0.70
O (2.0884, -1.5769, -0.0289)  -0.59
N (2.5959, 0.6386, 0.0098)  -0.63
C (1.3415, 1.2460, 0.0143)  0.24
C (1.2999, 2.6415, 0.0219)  -0.24
C (0.0892, 3.3099, 0.0259)  -0.20
C (-1.0967, 2.6030, 0.0225)  -0.18
C (-1.0645, 1.2080, 0.0163)  -0.11
C (-2.3282, 0.4711, 0.0137)  0.58
N (-3.4394, 1.1062, -0.0071)  -0.51
C (-4.6077, 0.3871, -0.0107)  0.25
C (-5.8329, 1.0593, -0.0357)  -0.24
C (-7.0060, 0.3381, -0.0400)  -0.17
C (-6.9887, -1.0560, -0.0196)  -0.23
C (-5.7897, -1.7343, 0.0053)  -0.14
C (-4.5930, -1.0188, 0.0098)  -0.24
C (-3.3027, -1.7027, 0.0361)  0.77
O (-3.1283, -2.8908, 0.0586)  -0.54
O (-2.2016, -0.8747, 0.0347)  -0.47
C (0.1504, 0.5277, 0.0124)  -0.23
H (4.1768, -2.9077, -0.9118)  0.22
H (5.6981, -2.7089, -0.0297)  0.20
H (4.1754, -2.9294, 0.8447)  0.22
H (5.0039, 0.7435, -1.2614)  0.20
H (4.5651, -0.7125, -2.1569)  0.22
H (6.1108, -0.6229, -1.3124)  0.22
H (6.1039, -0.6567, 1.3106)  0.22
H (4.5537, -0.7658, 2.1443)  0.22
H (4.9986, 0.7116, 1.2876)  0.20
H (3.3688, 1.2885, 0.0190)  0.39
H (2.2245, 3.2029, 0.0242)  0.20
H (0.0762, 4.3893, 0.0314)  0.22
H (-2.0513, 3.1019, 0.0251)  0.24
H (-5.8292, 2.1374, -0.0512)  0.23
H (-7.9531, 0.8573, -0.0594)  0.22
H (-7.9192, -1.6031, -0.0235)  0.22
H (-5.7453, -2.8126, 0.0213)  0.24
H (0.1704, -0.5494, 0.0068)  0.27


Most stable: run b. Least stable: run a.


Run a
Computed, not measured: an isolated molecule of CH4N3P, with wB97M-V/def2-TZVPD.

HOMO energy (hartree): -0.32796
Gap between HOMO and LUMO (eV): 10.0
Net charge: 0

Each line ends with the natural charge from an NBO analysis.
Geometry (Å):
C (0.6956, -0.9984, -0.3337)  -0.69
N (-1.2688, -0.8951, -0.0437)  -0.10
N (-1.5669, 0.2307, 0.0433)  0.05
N (-0.6925, 1.1666, -0.0172)  -0.67
P (1.0729, 0.7624, -0.1006)  0.65
H (0.7665, -1.6935, 0.5068)  0.24
H (0.7442, -1.4619, -1.2024)  0.20
H (-1.0678, 2.0993, -0.0865)  0.40
H (1.3167, 0.7899, 1.2340)  -0.06


Run b
Computed, not measured: an isolated molecule of CH4N3P, with wB97M-V/def2-TZVPD.

HOMO energy (hartree): -0.33548
Gap between HOMO and LUMO (eV): 9.7
Net charge: 0

Each line ends with the natural charge from an NBO analysis.
Geometry (Å):
C (0.2576, 0.9415, -0.1427)  -0.57
N (-1.1795, 1.1012, -0.0512)  -0.21
N (-1.8271, 0.0815, -0.0322)  0.07
N (-1.1683, -1.1336, 0.1001)  -0.87
P (0.4081, -0.8951, 0.1851)  1.11
H (0.3536, 1.0745, -1.1140)  0.24
H (0.8428, 1.6744, 0.4444)  0.25
H (1.0294, -1.2623, 1.4579)  -0.02
H (1.2832, -1.5821, -0.8475)  0.00


Most stable: run a. Least stable: run b.